No. 1
Computed, not measured: a structure of composition C50H53F9N4OP2S2Sc, with ωB97M-V/def2-TZVPD.

CARTESIAN COORDINATES (ANGSTROEM)
H1 2.114006 2.992864 3.810708
C1 -2.840109 0.640433 -3.240572
C2 0.789137 -1.180699 4.937222
H2 0.833725 1.589865 -1.124914
H3 -6.657598 3.134496 -0.010506
S1 -2.162830 -1.053569 2.052657
H4 2.900868 0.508629 -0.836640
C3 -1.959102 4.335677 -2.684433
H5 0.172661 -3.689734 -1.071017
H6 -1.072166 -0.163005 4.381038
C4 2.961141 -0.545780 2.999509
C5 2.393990 -3.900815 3.973882
H7 -1.776348 5.410766 -2.618945
C6 -4.029297 4.273154 -1.248562
H8 -2.857167 1.226128 -2.330435
C7 -5.624098 -5.760141 -0.921337
C8 -4.603356 -4.681695 -1.163995
C9 -3.415932 -4.976870 -1.813448
C10 -3.446343 1.119986 -4.393136
O1 -0.011850 1.254422 -0.798010
H9 -1.540705 -4.233873 -2.500165
H10 1.451000 -0.808128 6.938499
H11 0.641105 2.191731 3.317092
C11 -2.677500 -2.704557 -1.500040
C12 1.630516 -3.139449 2.888644
H12 2.418688 -4.312085 -1.836494
H13 0.313223 -2.147869 5.132359
F1 4.603258 -2.098599 -4.325036
H14 -1.733335 -2.336468 -4.405748
C13 -0.262769 -0.079402 5.101906
N1 -2.022394 3.154264 -0.588142
C14 -6.093313 4.043613 0.207746
H15 -6.226184 4.278413 1.263776
H16 2.250234 -4.373094 1.227221
F2 4.054311 -4.177710 -4.086750
Sc1 0.034169 0.083602 1.181053
H17 2.323396 6.443802 -1.543939
H18 1.301841 6.941754 -0.189881
C15 1.663502 4.655710 1.285393
H19 7.075681 0.087312 4.750723
C16 -4.841890 -3.400688 -0.685987
C17 4.047533 -2.978788 -3.481961
C18 0.793874 -1.073447 -3.132375
C19 6.546348 -0.756278 4.307372
C20 2.567380 3.913370 -0.787076
H20 -2.779620 -1.476299 -6.459430
C21 1.959941 -3.401619 -2.201144
H21 6.288907 1.355629 2.595417
H22 2.218826 -4.969844 3.840358
H23 2.975198 4.126709 -1.770296
C22 -2.601859 2.796557 0.570744
N2 1.886382 0.943116 1.379246
H24 2.495185 -0.079082 5.716559
C23 -2.457223 -3.988683 -1.981685
H25 2.725586 1.564774 -2.255045
C24 -2.691485 3.895829 -1.460565
C25 -4.656709 3.824660 -0.123213
F3 -4.117771 0.015496 -7.780382
C26 3.026542 0.545277 2.131831
C27 2.200530 6.387952 -0.463102
H26 -4.332755 2.773220 1.618994
C28 0.076262 -1.893820 -2.257307
H27 -5.773897 -3.177287 -0.184616
H28 4.048806 -1.788297 4.368899
H29 -6.502850 4.853061 -0.389976
C29 1.990134 2.304578 0.912143
C30 2.526629 2.592308 -0.347917
H30 -0.639122 2.025402 -0.814773
C31 2.655648 -2.578475 -3.072266
F4 -5.517726 -6.763361 -1.803206
H31 4.187252 1.610453 -1.298442
H32 3.468704 -3.741066 3.897586
S2 -1.755952 2.119244 1.866224
H33 2.582558 -1.810408 6.038799
F5 -6.878285 -5.283884 -1.000227
C32 2.290979 -3.323946 1.524480
H34 -2.551420 4.164100 -3.581887
H35 -4.559606 4.876525 -1.969803
C33 -2.794403 -0.883951 -5.555335
C34 1.903811 -0.962906 5.957337
C35 4.245489 1.222885 2.013798
F6 -5.486207 -6.293088 0.305944
C36 5.361718 0.806352 2.713531
C37 -4.063143 0.910690 -6.790235
H36 2.073061 -3.646783 4.984153
C38 -2.222251 -0.603197 -3.228761
H37 -3.240303 -5.973989 -2.192675
F7 -5.319732 1.322805 -6.544269
H38 -4.056118 -1.425042 -0.462849
H39 3.337299 -3.013528 1.555933
H40 2.619934 -0.767432 -4.216993
H41 3.048630 6.901620 -0.007032
H42 0.199697 0.905932 5.004557
C39 1.220034 3.105593 3.190762
C40 -2.205500 -1.361590 -4.397198
C41 -3.417536 0.356532 -5.548315
H43 -0.697072 -0.132717 6.101652
H44 -1.003753 3.824044 -2.765433
H45 0.634826 3.935366 3.584441
F8 4.858576 -3.077191 -2.412310
C42 1.607661 3.351818 1.760275
N3 -0.974542 -3.458720 1.128236
P1 1.346893 -1.341831 3.167299
C43 2.126308 4.960266 0.009279
F9 -3.389667 1.982429 -7.249320
C44 5.321867 -0.297011 3.563284
C45 4.106539 -0.947111 3.693023
H46 1.349335 5.462714 1.939407
H47 7.245129 -1.265479 3.641108
C46 0.682691 -3.058597 -1.784729
H48 -3.947022 2.079635 -4.400376
P2 -1.543621 -1.270402 -1.650070
C47 -1.488113 -2.503464 1.536375
H49 4.321719 2.087574 1.369473
N4 -3.919366 3.096823 0.751903
H50 0.344492 -0.163814 -3.512943
H51 0.619478 -3.545225 2.835379
C48 -3.878876 -2.421969 -0.851717
H52 1.792781 -2.750438 0.740810
H53 6.285086 -1.449125 5.106493
C49 3.103149 1.504188 -1.229789
C50 2.075926 -1.408737 -3.537358

Atomic forces in eV per Å
H 0.0 0.0 0.0
C 0.0 0.0 0.0
C -0.1 0.1 0.0
H 0.0 0.0 0.1
H 0.0 0.0 0.0
S 0.2 -0.1 -0.1
H 0.0 0.0 0.0
C 0.0 0.0 0.0
H -0.1 0.0 0.0
H 0.0 0.0 0.0
C 0.0 0.0 0.2
C 0.0 -0.1 0.0
H 0.0 0.0 0.0
C 0.0 0.0 0.0
H 0.0 0.0 0.0
C 0.0 0.0 0.0
C 0.0 0.0 0.0
C 0.0 0.0 0.0
C 0.1 0.0 0.0
O -0.3 -0.3 0.1
H 0.0 0.0 0.0
H 0.0 0.0 0.0
H 0.0 0.0 0.0
C 0.1 0.0 0.0
C 0.0 -0.1 0.1
H 0.0 0.0 0.0
H -0.1 0.0 0.0
F 0.0 0.0 0.0
H 0.0 0.0 0.0
C 0.1 0.0 0.0
N 0.0 -0.1 0.0
C 0.0 0.0 0.0
H 0.0 0.0 0.0
H 0.0 0.0 0.0
F 0.0 0.0 0.0
Sc -0.4 0.6 -0.5
H 0.0 0.0 0.0
H 0.0 0.0 0.0
C 0.0 0.0 0.0
H 0.0 0.0 0.0
C 0.0 0.0 0.0
C -0.1 0.0 0.0
C 0.0 0.0 0.0
C 0.0 0.0 0.0
C 0.0 0.0 0.0
H 0.0 0.0 0.0
C 0.0 0.0 0.1
H 0.0 0.0 0.0
H 0.0 0.0 0.0
H 0.0 0.0 0.0
C 0.3 0.1 0.1
N -0.1 0.1 0.4
H 0.0 0.0 0.0
C 0.0 0.0 -0.1
H 0.0 0.0 0.0
C 0.1 -0.1 -0.1
C 0.0 0.0 0.1
F 0.0 0.0 0.0
C -0.2 0.2 -0.3
C 0.0 0.0 0.0
H 0.0 0.0 0.0
C -0.1 0.1 -0.1
H 0.0 0.0 0.0
H 0.0 0.0 0.0
H 0.0 0.0 0.0
C 0.2 -0.2 0.0
C 0.0 0.0 -0.1
H 0.1 -0.1 0.1
C 0.0 0.0 0.0
F 0.0 0.0 0.0
H 0.0 0.0 0.0
H 0.0 0.0 0.0
S -0.1 -0.1 0.1
H 0.0 0.0 0.0
F 0.0 0.0 0.0
C 0.0 0.0 0.0
H 0.0 0.0 0.0
H 0.0 0.0 0.0
C 0.0 0.0 0.0
C 0.0 -0.1 0.1
C 0.1 0.0 0.0
F 0.0 0.0 0.0
C 0.0 0.0 0.0
C 0.0 0.0 0.0
H 0.0 0.0 0.0
C 0.0 0.0 0.1
H 0.0 0.0 0.0
F 0.0 0.0 0.0
H 0.0 0.0 0.0
H 0.0 0.0 0.0
H 0.0 0.0 0.0
H 0.0 0.0 0.0
H 0.0 0.0 0.0
C 0.0 0.0 0.0
C 0.0 0.0 0.0
C 0.0 0.0 0.0
H 0.0 0.0 0.0
H 0.0 0.0 0.0
H 0.0 0.0 0.0
F 0.0 0.0 0.0
C 0.0 0.1 0.0
N 0.1 -0.1 -0.1
P 0.2 0.1 -0.1
C 0.0 0.0 0.0
F 0.0 0.0 0.0
C 0.0 0.0 0.0
C 0.0 -0.1 0.0
H 0.0 0.0 0.0
H 0.0 0.0 0.0
C 0.0 0.1 0.1
H 0.0 0.0 0.0
P 0.0 -0.4 -0.1
C -0.1 0.2 0.0
H 0.0 0.0 0.0
N -0.1 0.0 0.1
H 0.0 0.0 0.0
H 0.0 0.0 0.0
C 0.0 0.0 0.0
H 0.0 0.0 0.0
H 0.0 0.0 0.0
C 0.0 0.0 0.0
C 0.0 0.0 0.0

Properties
- energy relative to the best compared isomer or geometry (same formula, charge and spin) (kJ/mol) = 122.9
- orbital gap (eV) = 6.617
- E_LUMO (eV) = -3.453
- total charge = +1
- highest occupied orbital energy (eV) = -10.1
- molecular weight (g/mol) = 1068.02

No. 2
Computed, not measured: an isolated molecule of C2H4P2 in a non-equilibrium geometry, with ωB97M-V/def2-TZVPD.

CARTESIAN COORDINATES (ANGSTROEM)
P1 0.169434 1.473579 -0.926329
H1 1.437016 1.004988 -1.560742
C1 -0.435227 -0.005213 0.065322
P2 -1.522309 -1.596586 -0.288002
H2 0.424095 -1.751534 1.393333
H3 1.148984 1.715419 -0.009918
H4 -1.129473 0.584321 0.774138
C2 -0.092521 -1.424974 0.552197

Atomic forces in eV per Å
P 1.2 -1.8 -0.9
H -1.4 -0.2 -0.3
C -2.3 -0.3 1.0
P 2.0 0.6 0.1
H 1.2 -0.8 0.9
H 0.4 0.9 1.5
H 1.3 -0.7 -0.5
C -2.4 2.2 -1.7

Properties
- energy relative to the best compared isomer or geometry (same formula, charge and spin) (kJ/mol) = 234.6
- orbital gap (eV) = 8.749
- SMILES = P[C@@H]1C=P1
- E_LUMO (eV) = -0.264
- highest occupied orbital energy (eV) = -9.0
- molecular weight (g/mol) = 90.00

No. 3
Computed, not measured: a structure of composition C25H10Cl6IN2O3Pt in a non-equilibrium geometry, with ωB97M-V/def2-TZVPD.

CARTESIAN COORDINATES (ANGSTROEM)
C1 3.749534 -2.786194 0.206380
C2 0.377176 -0.349181 4.919103
C3 0.338317 -1.639978 4.333463
C4 4.683640 -2.025749 0.932648
H1 5.027842 -0.173929 1.948165
H2 2.666368 0.604642 1.632091
C5 1.438921 -2.915505 -0.698041
C6 4.024178 -4.036401 -0.436785
C7 0.861108 0.224233 -2.844861
N1 -0.302847 -0.616918 2.247453
C8 4.313677 -0.798031 1.431195
C9 -0.489316 1.717570 1.877434
Pt1 0.075942 -0.460622 0.082724
C10 1.827531 -4.070746 -1.435249
Cl1 -2.501858 0.069249 -0.811305
C11 2.464178 -2.259403 0.071561
C12 0.071479 0.751083 4.174811
H3 0.062030 1.755031 4.571926
Cl2 -1.363279 1.207210 -6.010468
O1 0.260938 -2.451396 -0.720880
Cl3 5.533991 -4.794516 -0.204832
C13 -0.233823 0.555608 2.817820
H4 3.352592 -5.526561 -1.810469
I1 0.447169 -4.865619 -2.740648
H5 1.045628 -2.728074 6.056545
H6 -0.628073 -3.092312 1.401565
C14 -0.878359 0.784175 -4.424701
C15 0.476667 0.591629 -4.135415
C16 -0.085648 0.069445 -1.852153
Cl4 2.526590 -0.066235 -2.473276
C17 3.001598 -0.351733 1.249558
C18 0.695307 -2.814481 5.036000
O2 -0.078051 1.489270 0.653105
H7 -0.064529 -5.126972 2.694910
C19 -0.237666 -3.026307 2.408518
C20 0.083960 -4.145644 3.125100
C21 -0.069033 -1.753440 2.987467
H8 0.886413 -4.929676 4.972097
O3 -0.995148 2.716692 2.305729
Cl5 -3.507091 0.864861 -3.738725
Cl6 1.658521 0.811698 -5.353701
H9 0.633973 -0.246393 5.966093
C22 0.592177 -4.037131 4.437553
C23 -1.411712 0.289207 -2.155429
C24 -1.842307 0.634313 -3.424885
C25 3.092625 -4.624364 -1.275114
H10 5.687691 -2.400853 1.072086
N2 2.113279 -1.085948 0.607737

Atomic forces in eV per Å
C 0.6 -0.8 0.0
C 0.0 -0.1 0.0
C 0.0 0.1 0.0
C -0.1 0.2 0.0
H -0.1 0.1 0.0
H 0.0 0.0 0.0
C 3.1 -1.6 -0.5
C -0.7 0.3 -0.2
C 0.2 -0.1 0.2
N 0.8 -1.1 -0.1
C 0.1 -0.3 -0.1
C 0.1 -0.2 1.1
Pt 0.2 -1.1 0.5
C -0.8 1.5 0.7
Cl 0.9 -0.4 0.5
C -1.4 -1.5 -1.2
C -0.3 0.0 -0.1
H 0.0 0.0 0.0
Cl 0.0 0.0 0.1
O -2.9 2.5 0.7
Cl 0.5 -0.1 0.0
C 0.0 0.4 -0.1
H 0.0 0.0 0.0
I -0.1 -0.1 -0.1
H 0.0 0.0 0.0
H 0.0 -0.1 0.0
C 0.0 0.0 -0.1
C 0.0 0.0 0.0
C 0.6 0.0 -0.3
Cl -0.1 0.1 -0.1
C -0.4 0.5 0.2
C 0.0 0.0 0.1
O 0.1 -0.6 -0.9
H 0.0 0.0 -0.1
C 0.0 0.0 -0.1
C 0.0 0.0 0.1
C -0.1 0.0 0.1
H -0.1 0.0 0.0
O 0.2 0.2 -0.5
Cl 0.0 0.0 0.1
Cl -0.1 0.0 0.0
H 0.1 0.0 0.0
C 0.0 0.0 0.0
C 0.4 0.0 -0.2
C 0.0 0.0 0.0
C 0.7 0.3 0.6
H 0.0 0.0 0.0
N -1.4 2.0 -0.5

Properties
- energy relative to the best compared isomer or geometry (same formula, charge and spin) (kJ/mol) = 169.6
- orbital gap (spin up / spin down) (eV) = 4.561 / 4.071
- E_LUMO (spin up / spin down) (eV) = -6.349 / -6.692
- total charge = +1
- highest occupied orbital energy (spin up / spin down) (eV) = -10.9 / -10.8
- molecular weight (g/mol) = 921.07